This record from OMol25 describes a molecular structure, C5H11ClNS at a distorted geometry. The level of theory is ωB97M-V with the def2-TZVPD basis set.

Geometry (Å):
C  1.01  -2.48  0.83
C  0.75  0.63  1.61
C  -0.11  0.48  -2.02
C  -1.62  -0.24  -0.13
C  0.50  0.96  0.22
N  -0.32  0.10  -0.65
S  0.93  -1.81  -0.53
Cl  0.76  -2.71  2.40
H  1.39  1.39  2.20
H  -0.19  0.64  2.13
H  1.19  -0.43  1.73
H  0.12  1.56  -2.05
H  0.84  0.03  -2.38
H  -0.95  0.18  -2.70
H  -2.16  0.62  0.36
H  -2.16  -0.60  -1.16
H  -1.50  -1.14  0.43
H  1.47  0.89  -0.44
H  0.04  1.94  0.12

Results
* ΔE to the lowest compared entry with this formula, charge and spin: 14.9 kJ/mol
* lowest unoccupied orbital energy: -0.1943 Ha
* charge: +1
* Kohn-Sham gap: 7.89 eV
* DFT total energy: -1109.84998 a.u.

=====

This record from OMol25 describes C6H9NO2 in the gas phase at a distorted geometry. The level of theory is ωB97M-V with the def2-TZVPD basis set.

Geometry (Å):
O  -2.39  1.10  -0.57
C  -1.10  0.66  -0.29
C  -0.82  -0.08  1.06
C  -1.67  -1.25  0.49
C  -0.77  -0.79  -0.70
C  0.39  -0.74  0.34
C  1.63  0.06  0.04
N  2.13  1.03  0.70
H  -2.50  1.99  -0.25
H  -0.36  1.43  -0.57
H  -0.84  0.33  2.07
H  -1.45  -2.25  0.89
H  -2.74  -1.08  0.39
H  -0.72  -1.20  -1.71
H  0.69  -1.72  0.73
O  2.36  -0.50  -0.94
H  1.50  1.33  1.43
H  3.27  -0.61  -0.56

Results
* ΔE to the lowest compared entry with this formula, charge and spin: 270.3 kJ/mol
* lowest unoccupied orbital energy: 0.0286 Ha
* charge: 0
* Kohn-Sham gap: 10.92 eV
* DFT total energy: -439.17340 a.u.

=====

This record from OMol25 describes C5H5N in the gas phase at a distorted geometry. The level of theory is ωB97M-V with the def2-TZVPD basis set.

Geometry (Å):
C  -1.19  -0.70  -0.60
C  -0.05  0.16  -0.11
C  1.30  -0.28  -0.17
C  2.43  -0.69  -0.24
C  -0.29  1.34  0.40
N  -0.58  2.25  1.18
H  -1.22  -1.64  -0.04
H  -2.15  -0.19  -0.47
H  -1.04  -0.92  -1.65
H  -0.65  1.71  2.04
H  3.43  -1.04  -0.34

Results
* ΔE to the lowest compared entry with this formula, charge and spin: 320.1 kJ/mol
* lowest unoccupied orbital energy: 0.0274 Ha
* charge: 0
* Kohn-Sham gap: 9.40 eV
* DFT total energy: -248.15313 a.u.
* SMILES: C#CC(C)=C=N

=====

This record from OMol25 describes 3 unconnected molecules or ions with the total composition C4H15N2O at a distorted geometry. The level of theory is ωB97M-V with the def2-TZVPD basis set.

Geometry (Å):
C  -2.16  -0.17  -0.85
C  -2.55  0.17  0.62
C  -1.74  -0.50  1.71
C  3.61  -0.42  0.21
N  2.98  -0.47  -1.07
N  -1.53  0.95  -1.53
H  -1.38  -0.97  -0.88
H  -3.05  -0.41  -1.48
H  -3.61  -0.17  0.68
H  -2.52  1.25  0.64
H  -0.67  -0.34  1.50
H  -1.98  -0.04  2.69
H  3.85  0.56  0.67
H  2.92  -0.86  0.97
H  4.54  -1.03  0.25
H  -1.99  -1.55  1.87
H  2.05  -0.04  -1.10
H  -1.29  0.75  -2.50
H  -0.68  1.25  -1.01
H  0.91  1.48  0.49
H  3.64  -0.18  -1.78
O  0.65  0.75  -0.10

Results
* ΔE to the lowest compared entry with this formula, charge and spin: 789.5 kJ/mol
* lowest unoccupied orbital energy: -0.3500 Ha
* charge: +1
* Kohn-Sham gap: 3.74 eV
* DFT total energy: -345.64500 a.u.

=====

This record from OMol25 describes 4 unconnected molecules or ions with the total composition C3H14O5 at a distorted geometry. The level of theory is ωB97M-V with the def2-TZVPD basis set.

Geometry (Å):
C  0.69  -0.82  1.42
O  -0.23  0.30  1.55
C  0.79  -1.35  0.02
C  1.87  -0.63  -0.84
O  1.64  -0.67  -2.24
H  1.65  -0.45  1.78
H  0.37  -1.56  2.14
H  -0.29  0.67  0.66
H  1.08  -2.40  0.01
H  -0.14  -1.30  -0.54
H  2.01  0.42  -0.56
H  2.77  -1.19  -0.61
H  0.82  -0.18  -2.42
H  -0.41  3.45  -1.25
H  -1.80  3.51  -1.92
O  -1.35  3.28  -1.09
H  -0.94  -0.25  3.37
H  -1.94  -0.99  2.71
O  -1.67  -0.83  3.64
H  -2.26  -0.16  -2.20
H  -1.29  0.99  -1.56
O  -1.37  0.17  -2.07

Results
* ΔE to the lowest compared entry with this formula, charge and spin: 116.3 kJ/mol
* lowest unoccupied orbital energy: 0.0013 Ha
* charge: 0
* Kohn-Sham gap: 10.26 eV
* DFT total energy: -498.86440 a.u.
* SMILES: OCCCO.O.O.O

=====

This record from OMol25 describes 14 unconnected molecules or ions with the total composition C3H31N2O13 at a distorted geometry. The level of theory is ωB97M-V with the def2-TZVPD basis set.

Geometry (Å):
C  -1.32  -0.47  -3.17
C  -0.51  -1.50  -2.79
N  0.43  -0.97  -1.95
C  0.08  0.27  -1.59
N  -0.86  0.63  -2.46
H  -2.26  -0.40  -3.68
H  -0.37  -2.49  -3.22
H  1.08  -1.49  -1.36
H  0.50  0.94  -0.83
H  -1.38  1.51  -2.43
H  -1.86  4.01  -1.57
H  -1.84  2.89  -0.55
O  -1.78  3.05  -1.50
H  3.14  1.39  1.01
H  2.59  1.85  -0.36
O  3.10  1.13  0.08
H  -3.95  -0.90  -0.15
H  -2.59  -1.15  0.31
O  -3.06  -0.59  -0.38
H  -2.47  -2.96  1.86
H  -1.53  -3.00  0.64
O  -1.98  -2.37  1.27
H  1.53  -3.76  1.36
H  2.27  -2.87  0.29
O  1.53  -3.51  0.43
H  -0.68  -0.58  2.50
H  -0.99  0.09  3.83
O  -0.77  0.28  2.91
H  1.21  -1.48  3.62
H  0.82  -1.85  2.28
O  0.66  -2.14  3.19
H  2.38  3.73  -1.49
H  1.71  3.66  -0.02
O  1.75  3.29  -0.91
H  1.90  2.78  2.79
H  1.03  1.63  2.38
O  1.90  2.04  2.18
H  0.08  -3.75  -0.34
H  -1.25  -4.67  -0.60
O  -0.84  -3.80  -0.68
H  -0.63  3.08  1.32
H  -0.55  4.54  1.86
O  -0.05  3.72  1.75
H  2.97  -0.52  -0.29
H  3.76  -1.66  -0.94
O  2.93  -1.50  -0.47
H  -2.29  0.93  0.31
H  -1.64  1.29  1.57
O  -1.80  1.69  0.69

Results
* ΔE to the lowest compared entry with this formula, charge and spin: 0.0 kJ/mol
* lowest unoccupied orbital energy: -0.0872 Ha
* charge: +1
* Kohn-Sham gap: 10.49 eV
* DFT total energy: -1220.39462 a.u.

=====

This record from OMol25 describes a molecular structure, C34H45N6PY at a distorted geometry. The level of theory is ωB97M-V with the def2-TZVPD basis set.

Geometry (Å):
Y  -0.50  -0.48  -0.29
N  0.72  -3.47  3.32
N  -0.70  -2.44  -2.16
C  0.69  1.92  -0.38
C  1.67  0.91  -0.06
C  1.57  0.67  1.34
C  2.43  -0.21  2.14
H  3.26  -0.62  1.58
H  1.77  -1.29  2.40
H  2.69  0.17  3.12
C  0.51  1.44  1.87
C  0.08  1.40  3.29
H  0.65  2.09  3.93
H  0.22  0.39  3.72
H  -0.98  1.66  3.42
C  0.00  2.25  0.82
C  -1.05  3.30  0.96
H  -1.84  2.97  1.65
H  -1.52  3.51  0.00
H  -0.66  4.26  1.35
C  2.62  0.25  -1.01
H  3.57  0.80  -1.08
H  2.22  0.19  -2.04
H  2.85  -0.78  -0.71
C  0.46  2.52  -1.72
H  -0.61  2.74  -1.88
H  0.78  1.85  -2.52
H  1.00  3.48  -1.87
C  -0.27  -3.93  4.05
H  -0.12  -3.91  5.15
C  -1.45  -4.47  3.54
H  -2.14  -5.04  4.18
C  -1.67  -4.32  2.16
H  -2.55  -4.77  1.69
C  -0.80  -3.55  1.37
H  -0.94  -3.33  0.29
C  0.36  -2.94  2.09
C  1.27  -2.04  1.66
H  1.67  -2.50  0.63
C  -1.00  -1.20  -2.62
C  0.31  -3.05  -2.91
H  1.00  -3.78  -2.59
C  0.18  -2.44  -4.12
H  0.47  -2.78  -5.10
N  -0.65  -1.24  -3.93
C  -0.73  -0.06  -4.62
C  0.40  0.36  -5.37
C  0.26  1.56  -6.04
H  1.03  1.86  -6.73
C  -0.88  2.35  -5.82
C  -1.06  3.57  -6.69
H  -1.60  4.36  -6.14
H  -1.65  3.32  -7.60
H  -0.07  3.93  -7.01
C  -1.85  2.03  -4.87
H  -2.69  2.69  -4.67
C  -1.77  0.83  -4.19
C  -2.74  0.53  -3.09
H  -2.88  -0.53  -2.85
H  -3.73  0.91  -3.40
H  -2.54  1.08  -2.15
C  1.68  -0.41  -5.34
H  1.58  -1.45  -5.63
H  2.18  -0.38  -4.36
H  2.35  0.05  -6.07
C  -4.75  -2.19  3.28
N  -3.86  -1.22  3.95
C  -4.60  0.05  4.14
N  -5.12  0.60  2.87
C  -5.98  -0.42  2.21
N  -5.25  -1.69  1.98
C  -4.18  -1.55  0.99
P  -2.85  -0.32  1.51
C  -2.60  -1.04  3.24
C  -4.05  1.07  1.99
H  -5.62  -2.36  3.94
H  -4.20  -3.13  3.11
H  -3.92  0.79  4.59
H  -5.45  -0.15  4.80
H  -6.32  -0.02  1.25
H  -6.83  -0.62  2.88
H  -3.71  -2.52  0.81
H  -4.60  -1.19  0.04
H  -2.09  -2.01  3.14
H  -1.95  -0.38  3.82
H  -4.49  1.48  1.07
H  -3.51  1.88  2.50

Results
* lowest unoccupied orbital energy (alpha / beta): 0.0938 / 0.0955 Ha
* charge: -1
* Kohn-Sham gap (alpha / beta): 5.40 / 4.08 eV
* DFT total energy: -2030.53379 a.u.